{
  "formula": "C23H40Cl3N4O3SiTm",
  "method": "the ωB97M-V functional and the def2-TZVPD basis",
  "spin_multiplicity": 3,
  "de_lowest_ev": 7.7905,
  "s_squared": 2.2748,
  "homo_energy_ev": [-7.3, -3.5],
  "symbols": ["C", "C", "H", "H", "H", "C", "C", "H", "H", "H", "H", "Tm", "Cl", "Cl", "C", "O", "N", "C", "C", "H", "H", "H", "H", "H", "H", "H", "H", "H", "C", "C", "N", "H", "C", "O", "H", "H", "H", "H", "O", "C", "C", "C", "H", "C", "H", "C", "H", "C", "C", "H", "H", "H", "Si", "Cl", "C", "C", "C", "H", "H", "H", "H", "H", "H", "H", "H", "H", "N", "C", "C", "C", "N", "H", "H", "H", "H"],
  "positions_angstrom": [[-3.4355, -4.7065, -1.7691], [-2.0711, -4.4393, -1.1370], [-3.7691, -5.7067, -1.4506], [-3.3375, -4.6622, -2.8640], [-4.1658, -3.9524, -1.4195], [-1.1995, -5.5256, -0.9430], [-1.2308, -6.7888, -1.7080], [-0.5929, -5.5602, -0.0572], [-1.2228, -6.7068, -2.8003], [-2.0641, -7.4389, -1.4402], [-0.3391, -7.3416, -1.4282], [0.3863, 1.5504, -0.6680], [-1.7248, 1.9864, 0.7410], [1.0605, 2.6802, -2.8025], [0.9011, 0.6204, 2.2663], [1.4410, 1.0626, 1.2008], [1.5980, 0.0713, 3.2474], [3.0447, -0.1620, 3.1665], [0.9531, -0.1741, 4.5376], [-0.1927, 0.6822, 2.4077], [3.4301, 0.1070, 2.1762], [3.2414, -1.2255, 3.3787], [3.5485, 0.4236, 3.9494], [-0.1363, -0.1120, 4.3918], [1.2732, 0.5809, 5.2706], [1.2241, -1.1702, 4.9033], [0.4839, -2.4745, -3.3947], [2.2709, -4.3738, -1.4037], [1.5561, -2.2339, -3.4340], [2.9071, -3.5845, -1.8347], [2.1462, -2.3550, -2.0947], [1.7043, -1.2260, -3.8291], [2.2488, -1.3399, -1.1960], [2.0214, -0.1154, -1.4011], [3.7224, -3.3672, -1.1328], [2.5786, -1.6889, -0.1969], [2.0599, -2.9860, -4.0551], [3.3038, -3.9664, -2.7860], [-1.6135, -2.9799, -1.5541], [-1.9165, -3.1838, -0.2197], [0.4853, -3.4684, 0.6326], [-0.8815, -3.1670, 0.8418], [0.8650, -3.6340, -0.3867], [1.3465, -3.6240, 1.7378], [-2.8642, -2.7279, 0.1276], [-1.3398, -2.9593, 2.1473], [2.4110, -3.8586, 1.5907], [0.8459, -3.4620, 3.0369], [-0.4975, -3.1183, 3.2481], [-2.4077, -2.7766, 2.2759], [1.5133, -3.6232, 3.8939], [-0.8910, -2.9669, 4.2447], [-2.3913, 0.0962, -3.2024], [-0.7311, -0.4372, -1.5001], [-1.4659, 0.7953, -4.6869], [-3.0775, 1.6874, -2.4404], [-3.7297, -1.1024, -3.6416], [-0.4028, 0.5448, -4.6697], [-1.5241, 1.8961, -4.7071], [-1.8887, 0.4633, -5.6455], [-3.3628, -1.8848, -4.3202], [-4.5549, -0.5826, -4.1626], [-4.1486, -1.5785, -2.7451], [-3.1869, 1.6121, -1.3533], [-4.0534, 1.9730, -2.8620], [-2.4166, 2.5517, -2.6268], [0.1888, 5.2356, -1.1846], [0.0835, 6.4501, -0.5864], [-0.0361, 6.2176, 0.7863], [0.0079, 4.8118, 0.9228], [0.1666, 4.2047, -0.2793], [0.3010, 5.0216, -2.1710], [0.0962, 7.3872, -1.1478], [-0.1411, 6.9434, 1.5766], [-0.1151, 4.2235, 1.8239]],
  "forces_ev_per_a": [[0.3810, 0.1967, 0.3789], [-1.3913, 2.8413, 0.7364], [-0.0777, 0.3643, -0.2733], [-0.2244, -0.0856, 0.3176], [0.3457, -0.3778, -0.3352], [0.5984, -0.4570, -0.2156], [0.3966, -0.4125, -0.2302], [0.2635, 0.2592, 0.1504], [-0.1526, 0.2733, 0.1267], [-0.2961, -0.0153, 0.0294], [0.1376, -0.2571, -0.1030], [0.5062, 1.8962, 0.0192], [-0.6196, -0.1856, 0.7619], [0.2522, 0.4811, -1.2873], [0.7916, 0.7715, -1.8128], [-0.3288, -1.1117, 2.7903], [0.2653, -0.1689, 0.4645], [-0.2033, -0.0360, 0.2597], [-0.0606, 0.0283, -0.2929], [0.3324, 0.1113, -0.0517], [-0.2665, -0.0183, 0.3301], [-0.0851, 0.2910, -0.1616], [-0.0630, -0.0444, -0.3051], [0.4220, -0.0638, 0.1934], [-0.0966, -0.1991, -0.1600], [-0.1068, 0.1629, -0.0545], [0.2562, 0.1697, 0.0134], [0.2150, 0.0999, -0.1798], [-0.0236, -0.0727, 0.2853], [-0.3741, -0.0061, 0.2553], [0.5082, 0.4044, 0.2683], [-0.0530, -0.1277, 0.0795], [-0.1786, 2.0431, -0.7835], [0.6966, -3.0843, 0.2522], [-0.1593, -0.1956, -0.2754], [0.0731, 0.1568, -0.3354], [-0.1928, 0.4354, -0.0703], [0.0715, 0.2241, 0.4212], [0.4941, -1.8860, -0.1312], [-1.0381, -1.0570, -0.4375], [-0.1376, -0.0589, 0.3270], [0.8996, -0.0779, 0.3189], [-0.4734, 0.2529, 0.6887], [-0.5035, 0.3007, -0.2135], [0.4071, -0.1670, -0.2879], [0.0909, -0.4324, -0.0197], [-0.5635, 0.0364, 0.0194], [0.0226, 0.0303, 0.0798], [0.3694, 0.0047, -0.6738], [0.2997, 0.1718, 0.1399], [-0.3030, 0.1220, -0.3615], [0.0749, -0.0920, 0.0396], [0.6789, 2.1763, 0.4859], [-2.4094, -1.2410, -1.8731], [0.1939, -0.2437, -0.4895], [-0.1875, -0.0798, 0.4160], [-0.2904, -0.7286, -0.0182], [-0.0300, 0.0203, -0.0737], [0.0227, -0.4432, 0.3264], [0.0925, -0.2039, 0.1859], [-0.0741, 0.0907, 0.2491], [0.4038, 0.0148, 0.2294], [0.0945, 0.0437, -0.2377], [-0.0943, 0.0470, -0.1642], [0.1238, -0.2817, -0.0257], [0.0188, -0.5011, 0.0614], [0.0892, -0.1681, 1.2028], [-0.0694, -0.4758, 0.4601], [0.1035, -0.3853, -0.7607], [0.1458, 0.0503, -1.3805], [-0.1905, 1.6805, 0.6234], [0.1193, -0.2645, 0.3131], [-0.0218, -0.5500, 0.1821], [-0.0129, 0.0051, -0.1270], [0.0950, -0.0004, -0.2794]],
  "lowdin_spin": [0.006, 0.062, 0.000, -0.001, 0.002, 0.532, 0.094, 0.027, 0.013, 0.029, 0.003, 1.272, -0.004, -0.004, -0.007, -0.009, -0.003, 0.000, 0.000, -0.002, 0.000, 0.000, 0.000, 0.000, 0.000, 0.000, 0.000, 0.001, 0.000, 0.000, 0.000, 0.000, -0.001, -0.006, 0.000, 0.000, 0.000, 0.000, 0.164, 0.034, 0.007, 0.000, 0.003, -0.001, 0.003, 0.003, 0.000, 0.005, 0.000, 0.000, 0.000, 0.000, -0.101, -0.050, -0.017, -0.009, -0.028, -0.001, -0.002, -0.001, 0.000, -0.006, -0.001, 0.000, -0.002, 0.000, 0.000, 0.000, 0.000, 0.000, -0.001, 0.000, 0.000, 0.000, 0.000]
}